{
  "formula": "C20H50FeNO2P2Si4Te",
  "method": "the ωB97M-V functional and the def2-TZVPD basis",
  "species": ["Fe", "P", "C", "C", "N", "C", "C", "C", "C", "C", "P", "H", "H", "H", "H", "H", "H", "H", "H", "O", "H", "H", "O", "H", "C", "H", "H", "H", "C", "H", "H", "H", "C", "H", "H", "H", "C", "H", "H", "H", "C", "Si", "C", "C", "Si", "Te", "Si", "C", "C", "C", "Si", "C", "C", "C", "H", "H", "H", "H", "H", "H", "H", "H", "H", "H", "H", "H", "H", "H", "H", "H", "H", "H", "H", "H", "H", "H", "H", "H", "H", "H", "H"],
  "coordinates": [[-0.34783, 1.16899, -2.04293], [-1.83684, 1.75294, -0.44733], [-2.21341, 3.18136, -1.54224], [-1.27237, 3.76399, -2.39679], [-0.14287, 2.98161, -2.63348], [0.83664, 3.44285, -3.43271], [0.86119, 4.78178, -3.87355], [-0.29637, 5.51833, -3.72176], [-1.39540, 4.99163, -3.09973], [1.93157, 2.42945, -3.72761], [1.35449, 0.67196, -3.44706], [-2.28647, 5.59232, -2.91325], [1.69421, 5.15539, -4.45373], [-0.31218, 6.54230, -4.03008], [2.36093, 2.46278, -4.73882], [2.78875, 2.52192, -3.04272], [-4.02405, 1.96626, -3.12193], [-3.22539, 3.62261, -1.46216], [-2.70434, -0.11025, -3.72264], [-4.17408, 1.33181, -3.84928], [-4.16550, 1.90961, -4.63267], [-1.16847, -0.09719, -2.67238], [-1.96337, -0.76675, -3.77885], [-2.50656, -1.52951, -3.38227], [0.67051, 0.29499, -5.09494], [1.42513, 0.43426, -5.88142], [0.32588, -0.74713, -5.11925], [-0.17003, 0.97245, -5.31174], [2.86343, -0.32599, -3.31017], [2.62710, -1.37539, -3.08401], [3.46827, -0.30685, -4.23153], [3.49198, 0.04661, -2.49057], [-1.39379, 2.84270, 0.92183], [-2.26724, 3.49826, 1.06841], [-1.08790, 2.30091, 1.82172], [-0.57765, 3.47758, 0.54068], [-3.40800, 0.93244, 0.01276], [-3.25208, 0.12552, 0.74035], [-4.09206, 1.66376, 0.45857], [-3.91814, 0.48882, -0.85229], [-2.32470, -0.66835, 3.61561], [-1.51790, -2.09143, 2.68586], [-1.14403, -3.50557, 3.86699], [-2.66243, -2.69460, 1.32152], [0.49504, -1.32006, 1.72030], [-0.16529, -0.75667, -0.75875], [1.59939, -0.11777, 3.47013], [1.59663, -1.16652, 5.05101], [3.38293, 0.20401, 2.94105], [0.73379, 1.51634, 3.84225], [1.87594, -3.20698, 1.26338], [2.40819, -4.04786, 2.84666], [0.88533, -4.41840, 0.23479], [3.36318, -2.54454, 0.34691], [-3.31356, -1.02496, 3.93415], [-2.47275, 0.22861, 3.00063], [-1.77065, -0.38065, 4.51758], [-2.12298, -3.82792, 4.24975], [-0.67681, -4.36897, 3.37648], [-0.52442, -3.21439, 4.72398], [-2.77117, -2.00241, 0.47764], [-2.33087, -3.66486, 0.92913], [-3.65172, -2.83293, 1.78076], [2.15405, -2.10815, 4.94449], [2.11116, -0.54454, 5.80179], [0.58363, -1.38395, 5.42340], [3.42301, 0.72641, 1.97246], [3.82520, 0.86150, 3.70586], [3.98713, -0.71417, 2.89024], [0.80779, 2.20830, 2.98947], [-0.32072, 1.38700, 4.12810], [1.26085, 1.97468, 4.69404], [1.57236, -4.40400, 3.45990], [2.98893, -4.92004, 2.51529], [3.05924, -3.42406, 3.47008], [0.55860, -3.97932, -0.71302], [1.54850, -5.26665, 0.02376], [0.00741, -4.80638, 0.76372], [3.09377, -2.06117, -0.59971], [3.94995, -1.83619, 0.94381], [4.00030, -3.41153, 0.12609]],
  "atomic_forces_ev_per_a": [[1.16, -0.91, 0.28], [-0.81, 1.67, -1.28], [-2.04, 0.26, 0.22], [0.65, -0.41, -0.97], [-0.23, 1.55, -0.52], [0.54, -0.35, 0.42], [-0.19, -1.27, -0.41], [0.29, 0.34, 0.10], [-0.72, -0.21, 1.71], [0.61, -0.57, 0.20], [0.01, 1.32, -1.46], [0.20, -0.17, -0.29], [0.06, -0.01, 0.18], [-0.12, 0.37, -0.42], [-0.27, 0.44, 0.19], [-0.23, 0.41, -0.04], [-0.20, -0.42, -0.37], [0.65, 0.06, -0.07], [0.52, 0.26, -0.67], [0.51, 0.72, 0.29], [-0.12, -0.44, 0.14], [-0.14, 0.60, -0.14], [-2.99, -1.60, 0.62], [1.48, 0.81, -0.88], [-0.04, -0.28, -0.21], [-0.05, -0.04, 0.28], [-0.07, 0.35, -0.06], [0.19, -0.33, 0.17], [0.36, -0.22, 0.36], [-0.08, 0.28, -0.10], [-0.41, 0.13, 0.21], [-0.20, -0.05, -0.12], [0.37, 0.10, 0.22], [0.30, -0.32, 0.33], [-0.13, 0.24, -0.05], [-0.13, -0.28, 0.36], [-0.16, -0.03, -0.19], [0.19, 0.28, -0.14], [0.21, -0.01, -0.02], [0.30, 0.12, 0.06], [-0.16, -0.14, 0.06], [0.13, 0.02, -0.33], [-0.13, 0.03, -0.02], [-0.25, -0.12, 0.22], [0.40, -0.52, 0.65], [0.67, -2.12, 2.40], [0.21, 0.23, -0.22], [-0.13, 0.03, -0.28], [-0.15, 0.16, 0.18], [0.16, 0.00, 0.03], [-0.53, 0.33, 0.20], [0.12, -0.01, 0.00], [0.24, -0.07, -0.03], [0.23, -0.26, -0.10], [0.09, 0.17, 0.04], [0.04, -0.14, 0.10], [-0.09, -0.07, -0.20], [0.20, -0.05, 0.04], [-0.15, 0.22, 0.05], [-0.15, -0.05, -0.22], [0.04, -0.16, 0.18], [-0.08, 0.21, 0.04], [0.08, -0.09, -0.23], [-0.23, 0.31, 0.07], [-0.14, -0.20, -0.14], [0.36, 0.09, -0.08], [0.06, -0.18, 0.28], [0.05, -0.15, -0.25], [-0.21, 0.30, 0.01], [-0.03, -0.15, 0.27], [0.32, 0.06, -0.12], [-0.20, -0.01, -0.22], [0.19, 0.07, -0.16], [-0.04, 0.06, 0.22], [-0.08, -0.15, -0.17], [0.02, -0.14, 0.05], [-0.20, 0.01, -0.13], [0.15, 0.11, -0.05], [0.03, -0.09, 0.11], [-0.16, -0.16, -0.12], [0.07, 0.23, -0.10]],
  "orbital_gap_ev": [5.76, 5.40],
  "charge": 2,
  "homo_ev": [-11.71, -13.12],
  "energy_ev": -118890.3335,
  "lumo_energy_ev": [-5.951, -7.721],
  "spin_multiplicity": 6
}

=====

{
  "formula": "C20H50N9O5P2",
  "method": "the ωB97M-V functional and the def2-TZVPD basis",
  "species": ["C", "N", "C", "C", "O", "C", "N", "C", "C", "C", "N", "C", "O", "O", "H", "H", "H", "H", "H", "H", "H", "H", "H", "H", "H", "H", "H", "H", "O", "P", "N", "C", "C", "N", "C", "C", "N", "C", "C", "H", "H", "H", "H", "H", "H", "H", "H", "H", "H", "H", "H", "H", "H", "H", "H", "H", "H", "O", "P", "N", "C", "C", "N", "C", "C", "N", "C", "C", "H", "H", "H", "H", "H", "H", "H", "H", "H", "H", "H", "H", "H", "H", "H", "H", "H", "H"],
  "coordinates": [[-1.02388, -2.00205, 2.69164], [-2.22130, -1.26078, 2.25858], [-3.18252, -1.15498, 3.35778], [-1.88986, 0.03312, 1.71504], [-1.74418, 1.00454, 2.41811], [-1.73668, 0.04730, 0.18997], [-0.53446, 0.60925, -0.37021], [0.72810, 0.23258, 0.24238], [1.78150, -0.14025, -0.85249], [1.22773, -0.79660, -2.08626], [1.89424, -1.57556, -2.83649], [1.37536, 1.41148, 1.02862], [2.48417, 1.13884, 1.54721], [0.77571, 2.49930, 1.03985], [-1.26746, -2.53421, 3.60981], [-0.77915, -2.77446, 1.95955], [-0.16551, -1.35293, 2.87087], [-3.99483, -0.46661, 3.13592], [-3.63095, -2.14569, 3.47278], [-2.71260, -0.89207, 4.31172], [-1.92498, -0.96742, -0.17609], [-2.57535, 0.65795, -0.16404], [-0.58011, 1.61494, -0.46747], [0.62277, -0.66391, 0.85214], [2.44246, -0.87933, -0.39556], [2.40240, 0.72203, -1.10210], [0.20665, -0.59104, -2.39603], [2.83913, -1.68000, -2.45894], [8.15599, 3.71513, 1.01494], [7.13610, 3.95903, -0.03714], [6.86180, 5.64859, 0.00009], [5.62639, 6.25182, 0.46164], [8.05534, 6.47192, 0.09967], [5.81773, 3.05144, 0.47106], [4.41438, 3.42783, 0.34408], [6.00131, 2.17329, 1.62696], [6.75627, 3.73304, -1.69205], [7.03580, 2.35541, -2.14846], [7.37867, 4.65828, -2.65318], [4.77540, 5.91486, -0.12730], [5.67138, 7.33269, 0.31561], [5.41863, 6.05805, 1.52060], [8.61637, 6.47457, -0.84370], [8.73524, 6.13036, 0.88630], [7.78945, 7.50652, 0.31520], [4.09161, 4.09962, 1.14380], [3.78698, 2.53831, 0.40364], [4.20251, 3.89034, -0.62104], [5.93982, 2.71416, 2.57812], [6.96310, 1.66805, 1.58435], [5.22016, 1.41176, 1.61482], [8.10811, 2.12779, -2.15057], [6.65114, 2.22177, -3.15983], [6.53073, 1.63993, -1.50312], [8.47043, 4.69994, -2.56829], [6.97719, 5.66120, -2.52649], [7.13062, 4.33740, -3.66543], [-4.48822, -4.00867, 0.94816], [-5.44574, -3.87726, -0.17244], [-6.17427, -2.35161, 0.00423], [-7.55052, -2.14976, 0.40351], [-5.24944, -1.25695, 0.28864], [-6.51947, -5.17077, 0.12909], [-7.94925, -5.14830, -0.09176], [-6.16463, -6.08614, 1.20689], [-5.63700, -4.01905, -1.86119], [-4.95000, -5.20983, -2.40897], [-5.23027, -2.85564, -2.67401], [-8.24269, -2.62251, -0.29293], [-7.78804, -1.08618, 0.36643], [-7.76725, -2.51081, 1.41753], [-4.66777, -1.01107, -0.60691], [-4.53787, -1.49411, 1.08195], [-5.77676, -0.34916, 0.58009], [-8.49428, -4.67116, 0.73106], [-8.32495, -6.17200, -0.18363], [-8.19938, -4.64648, -1.02588], [-6.41999, -5.69446, 2.19909], [-5.10168, -6.30648, 1.19658], [-6.69480, -7.03111, 1.06129], [-3.86115, -5.13303, -2.32889], [-5.21215, -5.32892, -3.46016], [-5.27296, -6.10512, -1.88133], [-4.20371, -2.53205, -2.47885], [-5.90269, -2.01928, -2.49936], [-5.30811, -3.11863, -3.72880]],
  "atomic_forces_ev_per_a": [[-0.27, -0.44, -0.49], [-0.48, 0.59, 0.32], [0.13, -0.57, 0.19], [0.72, 0.11, 0.42], [-0.51, -0.36, -0.46], [-0.06, 0.21, -0.08], [-0.31, -0.28, -0.15], [0.45, 0.56, -1.11], [-0.46, -0.62, 0.47], [0.36, 0.05, -0.20], [0.00, -0.13, -0.17], [0.10, 0.02, 0.80], [0.09, -0.29, -0.02], [-0.08, 0.03, -0.43], [0.05, 0.07, 0.08], [0.23, 0.13, -0.09], [0.01, 0.01, 0.07], [0.16, 0.19, -0.09], [-0.02, 0.00, 0.05], [-0.08, 0.27, -0.02], [0.16, -0.08, 0.08], [-0.07, -0.07, 0.00], [0.09, 0.09, 0.55], [-0.24, 0.15, 0.24], [0.29, 0.21, -0.03], [-0.14, 0.09, -0.16], [-0.09, 0.13, 0.21], [0.02, -0.06, 0.01], [1.67, -0.65, -1.79], [-4.10, 1.19, 1.88], [0.21, 0.07, -0.36], [-0.18, -0.04, -0.08], [0.28, -0.12, 0.14], [0.17, 0.03, 0.49], [-0.28, -0.17, -0.65], [0.12, -0.07, 0.15], [2.39, -0.49, -0.32], [-0.29, -0.18, 0.12], [-0.18, 0.27, 0.01], [0.00, -0.09, 0.09], [0.15, 0.00, 0.05], [-0.04, 0.02, -0.01], [0.02, 0.01, 0.04], [-0.03, 0.00, 0.00], [-0.12, -0.02, -0.03], [-0.03, -0.05, 0.02], [0.04, -0.02, 0.19], [0.20, 0.11, 0.01], [-0.02, -0.03, 0.01], [0.06, 0.12, 0.01], [-0.13, 0.13, -0.02], [0.00, 0.02, -0.09], [-0.01, 0.07, -0.01], [0.00, 0.07, 0.08], [0.02, -0.04, -0.08], [0.04, 0.00, 0.16], [0.00, -0.10, 0.03], [1.82, -0.06, -1.56], [-4.21, -0.10, 1.54], [0.11, 0.16, -0.22], [-0.16, -0.09, -0.09], [0.45, 0.00, 0.02], [0.08, 0.02, 0.40], [-0.06, -0.15, -0.45], [0.06, 0.05, 0.18], [2.35, 0.12, -0.15], [-0.20, -0.25, 0.08], [-0.23, 0.24, 0.01], [0.02, -0.06, 0.06], [0.14, 0.03, 0.07], [-0.04, 0.02, -0.01], [0.04, 0.05, 0.06], [-0.01, -0.10, -0.03], [-0.22, -0.11, -0.05], [-0.04, -0.04, -0.02], [0.07, -0.02, 0.03], [0.08, 0.11, 0.03], [0.00, -0.04, 0.02], [0.03, 0.12, 0.04], [-0.10, 0.06, -0.05], [0.01, 0.03, -0.09], [-0.03, 0.08, -0.01], [-0.02, 0.05, 0.08], [0.03, -0.03, -0.08], [0.02, -0.01, 0.16], [0.03, -0.10, 0.02]],
  "orbital_gap_ev": 6.74,
  "charge": -1,
  "homo_ev": -4.60,
  "energy_ev": -63778.5451,
  "lumo_energy_ev": 2.135
}

=====

- Number 1 is which compound?
  C20H50FeNO2P2Si4Te

=====

- What is the formula in the first record?
  C20H50FeNO2P2Si4Te